1.
The following is a DFT calculation (the ωB97M-V functional and the def2-TZVPD basis) of a molecular structure, C5H23B2ClCo2N5O14.

Structure (XYZ):
```
52
Properties=species:S:1:pos:R:3:lowdin_charge:R:1
Co -18.6460 -16.5067 -5.2325 1.091
Co -23.4561 -17.5846 -8.9492 0.773
Cl -20.7888 -15.4244 -8.1459 0.595
O -24.1520 -11.9116 -9.4774 0.102
O -19.4979 -12.0192 -11.5595 0.042
O -19.1362 -8.9881 -9.0967 0.088
O -24.6048 -13.7327 -10.6675 -0.001
O -20.1713 -14.4193 -8.9097 -0.326
O -21.7603 -14.7486 -7.4165 -0.298
O -19.1811 -13.2333 -13.3366 0.060
O -21.1675 -9.5042 -9.2935 0.046
O -17.1055 -16.5983 -6.7534 -0.048
O -19.9317 -16.1382 -7.2787 -0.371
O -14.9946 -16.7038 -7.3874 0.149
O -21.4752 -16.3311 -9.0406 -0.440
O -24.9562 -13.7131 -2.6376 0.038
O -22.9523 -14.3562 -2.9453 0.047
N -20.0280 -9.7251 -8.9199 -0.465
N -18.8984 -12.9324 -12.1558 -0.397
N -16.1964 -16.6243 -7.6147 -0.342
N -23.9262 -12.7266 -10.2851 -0.421
N -24.1124 -14.3016 -3.3261 -0.412
C -24.4459 -14.6084 -4.7497 0.058
C -22.5502 -12.5388 -10.9513 0.039
C -19.8620 -10.9693 -8.0254 0.069
C -16.6320 -16.4464 -9.0489 0.091
C -17.8566 -13.6888 -11.4822 0.025
B -22.9530 -18.6748 -7.0122 -0.469
B -20.2690 -15.6935 -3.7203 -0.287
H -24.8652 -13.7475 -5.2704 0.109
H -17.6247 -16.0451 -9.2531 0.087
H -21.7465 -12.7189 -10.2373 0.058
H -22.4844 -11.5318 -11.3632 0.094
H -15.9157 -15.6749 -9.3316 0.108
H -22.4744 -13.2207 -11.7983 0.089
H -20.3745 -15.8726 -4.7791 -0.058
H -22.1383 -18.7185 -6.3062 -0.041
H -18.7885 -11.0976 -7.8868 0.084
H -22.6716 -19.1695 -7.9289 -0.073
H -19.2141 -15.8687 -3.5759 -0.063
H -17.5190 -14.4594 -12.1752 0.105
H -20.2347 -11.8795 -8.4953 0.061
H -20.4280 -14.6815 -3.3814 -0.011
H -23.8104 -19.2094 -6.6336 -0.044
H -18.2523 -14.1671 -10.5862 0.065
H -20.3133 -10.6080 -7.1013 0.103
H -25.0950 -15.4821 -4.6910 0.101
H -16.3701 -17.3762 -9.5539 0.120
H -20.8416 -16.3391 -3.0726 -0.009
H -17.1115 -12.9704 -11.1403 0.111
H -23.2509 -17.6476 -7.1549 -0.115
H -23.5614 -15.0268 -5.2300 0.082
```

Output
* 2S+1: 8
* E_HOMO (spin up / spin down): -6.8 / -10.4 eV
* gap between HOMO and LUMO (spin up / spin down): 3.7 / 6.5 eV
* LUMO level (spin up / spin down): -3.118 / -3.846 eV

---

2.
The following is a DFT calculation (the ωB97M-V functional and the def2-TZVPD basis) of a molecular structure, C34H50AsN3O2P2Pd.

Structure (XYZ):
```
93
Properties=species:S:1:pos:R:3:lowdin_charge:R:1
Pd -1.9584 0.2926 0.1616 0.605
As 0.7807 -1.0448 -0.3392 1.284
P -2.3421 0.0543 -2.2054 0.831
P -3.4318 2.4846 -0.0681 0.832
O -1.3058 0.7702 3.3676 -0.035
O -4.0624 -1.7003 -0.3405 -0.190
N -2.0889 0.1909 2.3997 -0.059
N 0.1555 0.6205 0.1203 -0.358
N -3.4444 -1.1219 0.6012 -0.220
C -2.5274 1.8348 -2.6373 -0.411
C 2.0298 -3.4141 -1.7496 -0.083
C 0.5597 3.6633 2.2175 -0.097
C -5.1608 2.6378 0.5241 -0.279
C -4.8990 -2.2353 2.2005 -0.031
C 3.6826 -1.9614 3.3978 -0.267
C 4.2024 -1.1450 -5.6439 -0.053
C 4.3091 -0.8890 -0.1647 -0.049
C 2.1501 0.2806 -2.7495 -0.304
C -2.9495 -0.6399 2.8393 -0.304
C -0.0206 2.6094 1.5139 -0.127
C 0.7557 1.6219 0.8633 -0.391
C 0.0582 -2.2949 2.4360 -0.077
C 1.6968 1.6743 -2.3749 -0.058
C -3.7108 2.4633 -1.8930 -0.419
C 2.1157 -1.4671 1.0875 -0.269
C 3.5143 -1.2985 1.0558 -0.272
C 1.9360 3.7864 2.3059 -0.116
C 4.5103 -2.1833 4.6384 -0.051
C 3.0618 -2.1889 -3.6554 -0.024
C 2.1533 1.7812 0.9643 -0.052
C -3.7774 -1.3133 1.8479 -0.298
C 2.3231 -2.1222 -2.4827 -0.312
C 2.7204 2.8344 1.6624 -0.082
C 2.3145 -2.1707 3.4024 -0.024
C 4.2597 -1.5442 2.2072 -0.021
C 1.8824 -0.8724 -1.9924 -0.330
C 3.3762 -1.0497 -4.3869 -0.269
C -3.1229 -0.9460 4.2939 -0.004
C -1.1279 -0.4596 -3.4568 -0.235
C 2.9002 0.1646 -3.9233 -0.021
C 1.5275 -1.9453 2.2746 -0.270
C -3.8853 -0.6241 -2.8840 -0.255
C -2.8591 4.2120 0.1664 -0.286
H -3.7679 -1.7021 -2.9944 0.052
H 3.8010 2.9186 1.6968 0.103
H -0.0360 -3.3656 2.6352 0.089
H 3.1165 1.0681 -4.4885 0.115
H 4.3454 -3.1839 5.0451 0.079
H -3.8911 3.4828 -2.2396 0.081
H -4.5365 -3.2458 2.4166 0.090
H -1.0947 2.5469 1.4234 0.030
H 2.4155 -3.3949 -0.7270 0.063
H -5.6528 1.6659 0.4649 0.034
H -5.4489 -1.8757 3.0707 0.075
H 4.2348 -0.1907 -6.1693 0.072
H -2.3250 -0.5055 4.8818 0.075
H 2.7890 1.0733 0.4600 0.068
H -3.5143 4.9247 -0.3416 0.041
H -5.5699 -2.3017 1.3470 0.070
H -0.5502 -2.0642 1.5714 0.000
H -0.6759 1.3094 2.8574 0.050
H 3.8083 -0.1431 -0.7758 0.050
H -5.1519 2.9525 1.5690 0.039
H -0.0824 4.3953 2.6982 0.103
H 0.9533 -3.5877 -1.6768 0.065
H -1.8412 4.3173 -0.2127 0.038
H 5.2767 -0.4884 0.1402 0.080
H 4.2413 -1.4640 5.4161 0.081
H -4.6232 1.8903 -2.0776 0.068
H -4.0800 -0.1587 -3.8514 0.057
H 2.3879 4.6046 2.8538 0.093
H -4.7117 -0.4634 -2.1966 0.031
H -4.0791 -0.5493 4.6439 0.094
H -1.5028 -0.1947 -4.4461 0.057
H 0.7435 1.6649 -1.8544 0.034
H 5.3360 -1.3894 2.1702 0.113
H 2.4159 2.1573 -1.7088 0.080
H -1.5937 2.3321 -2.3646 0.069
H 4.4975 -1.7516 -0.8106 0.088
H 1.6102 2.2934 -3.2711 0.080
H -5.7204 3.3679 -0.0661 0.043
H 2.4821 -4.2611 -2.2665 0.076
H 1.8299 -2.5228 4.3113 0.123
H -2.8437 4.4374 1.2348 0.041
H 5.2295 -1.4362 -5.4107 0.081
H -3.1376 -2.0259 4.4432 0.092
H 3.4076 -3.1584 -4.0074 0.117
H -0.9795 -1.5389 -3.3967 0.055
H -0.1685 0.0187 -3.2803 0.012
H 5.5739 -2.0709 4.4269 0.071
H -0.3544 -1.7633 3.2954 0.068
H 3.7956 -1.8979 -6.3225 0.078
H -2.6598 1.9288 -3.7175 0.084
```

Output
* relative energy (zero: lowest compared OMol25 entry of this formula, charge and spin): 25.3 kcal per mole
* E_HOMO: -6.8 eV
* gap between HOMO and LUMO: 6.5 eV
* LUMO level: -0.315 eV

---

3.
The following is a DFT calculation (the ωB97M-V functional and the def2-TZVPD basis) of a molecular structure, C15H16ClMnN.

Structure (XYZ):
```
34
Properties=species:S:1:pos:R:3:lowdin_charge:R:1
Mn -0.1128 -0.6982 -0.4756 0.250
Cl 1.1957 2.4967 3.8802 0.503
N -0.7950 -0.6494 0.9802 -0.154
C 0.2181 3.6988 3.1667 -0.664
C -1.2795 -1.7662 -1.7956 -0.192
C 1.0913 -3.0776 1.1150 -0.090
C -0.8868 0.5481 -1.8876 -0.207
C 0.2839 -0.1323 -2.4165 -0.195
C 1.8271 -0.7146 0.1768 -0.178
C -0.9150 5.8266 3.3065 -0.304
C 0.0809 2.3859 1.0732 0.044
C 1.0220 -1.7758 0.7311 -0.364
C -1.1313 4.5022 1.2828 -0.074
C -1.8557 -0.4685 -1.5057 -0.189
C -0.0993 4.8459 3.8804 -0.226
C -1.4328 5.6381 2.0061 -0.201
C 0.0388 -1.5610 -2.3527 -0.200
C -0.2618 3.4861 1.8257 -0.332
H -1.1541 6.7326 3.8636 -0.007
H -1.0348 1.6197 -1.8106 0.081
H 2.0916 0.1507 0.8280 0.036
H 0.7719 1.6383 1.4353 0.004
H -1.7847 -2.7155 -1.6513 0.090
H -2.8531 -0.2820 -1.1319 0.095
H 0.2916 4.9718 4.8837 0.033
H 0.1686 -3.6511 1.3086 0.017
H 1.1919 0.3476 -2.7654 0.092
H -2.0821 6.4089 1.5685 0.056
H -1.5320 4.3485 0.2772 0.097
H 2.0880 -3.5766 1.1739 0.022
H -1.2348 -0.4859 1.8837 -0.028
H 2.5465 -0.9373 -0.6644 0.060
H 0.7022 -2.3555 -2.6772 0.091
H -0.3323 2.2840 0.0755 0.036
```

Output
* 2S+1: 6
* E_HOMO (spin up / spin down): 3.1 / -0.6 eV
* charge: -2
* gap between HOMO and LUMO (spin up / spin down): 2.1 / 5.5 eV
* LUMO level (spin up / spin down): 5.130 / 4.898 eV

---

4.
The following is a DFT calculation (the ωB97M-V functional and the def2-TZVPD basis) of 2 unconnected molecules or ions with the total composition C9H17NOSi.

Structure (XYZ):
```
29
Properties=species:S:1:pos:R:3:lowdin_charge:R:1
Si -0.6402 1.0658 -0.1877 0.337
O 0.2033 0.2916 0.9162 -0.261
N 2.4455 -0.4612 2.6914 0.253
C 0.5372 -2.4769 0.6548 -0.235
C 2.0062 -0.9077 -0.7725 -0.107
C -0.0303 -2.6848 1.9780 -0.129
C -1.9309 0.0655 -1.3048 -0.177
C -1.5934 2.2303 1.0631 -0.156
C 2.0115 -0.8175 1.6982 -0.275
C 0.0775 2.3423 -1.3466 -0.200
C 2.8647 0.1026 -0.9482 0.080
C 1.5444 -1.3406 0.5522 -0.177
H 1.5515 -1.5443 -1.6090 0.149
H -0.4915 -1.7602 2.3224 0.080
H 3.1987 0.7022 -0.1558 0.067
H 0.6634 -2.9953 2.6978 0.061
H -0.2839 -2.5002 -0.1018 0.130
H -0.8956 2.9716 1.2291 -0.024
H 0.7221 2.9904 -0.8645 -0.014
H -0.8707 2.8707 -1.8374 0.086
H -2.8411 0.6452 -1.5683 0.028
H -0.9534 -3.4259 1.7993 0.139
H -2.5583 2.6771 0.6050 0.060
H -1.4587 -0.3120 -2.1914 -0.010
H -1.8329 1.8238 2.0184 0.004
H 1.0881 -3.4772 0.4948 0.158
H 0.5517 1.8724 -2.2839 0.042
H -2.2835 -0.8819 -0.8219 0.019
H 3.0512 0.6179 -1.8671 0.071
```

Output
* relative energy (zero: lowest compared OMol25 entry of this formula, charge and spin): 90.0 kcal per mole
* E_HOMO (spin up / spin down): -8.9 / -8.9 eV
* gap between HOMO and LUMO (spin up / spin down): 7.0 / 7.0 eV
* LUMO level (spin up / spin down): -1.870 / -1.869 eV